(1)
A cluster of 12 separate species, C52H82BrIN2O25Si in total. Source: the OMol25 dataset; level of theory: ωB97M-V with the def2-TZVPD basis set.

Values from the calculation:
Total charge   0
Spin multiplicity   1
Structure (SMILES)   CCCN[Si@@](CC(=O)Br)(C[C@@H](C)I)ON=O.O=C1CCCO1.O=C1CCCO1.O=C1CCCO1.O=C1CCCO1.O=C1CCCO1.O=C1CCCO1.O=C1CCCO1.O=C1CCCO1.O=C1CCCO1.O=C1CCCO1.O=C1CCCO1

Geometry as XYZ:
```
164
C52H82BrIN2O25Si (ωB97M-V with the def2-TZVPD basis set)
C 0.016 -1.369 -0.442
C -0.025 -0.044 0.326
C -0.481 1.100 -0.611
N -1.560 1.933 -0.012
Si -3.019 1.886 -0.920
C -2.694 2.443 -2.711
C -2.996 1.367 -3.714
O -2.330 0.323 -3.866
Br -4.577 1.716 -4.829
C -3.814 0.198 -0.945
C -4.644 -0.234 0.269
C -5.531 -1.433 -0.105
I -3.388 -0.829 1.906
O -4.071 3.099 -0.332
N -4.195 3.175 1.065
O -5.236 3.611 1.395
H 0.282 -2.211 0.207
H 0.728 -1.259 -1.248
H -0.967 -1.600 -0.881
H 0.963 0.202 0.737
H -0.725 -0.054 1.170
H -0.764 0.682 -1.588
H 0.381 1.761 -0.775
H -1.223 2.897 -0.006
H -3.283 3.332 -2.964
H -1.634 2.697 -2.844
H -4.522 0.192 -1.792
H -3.034 -0.537 -1.194
H -5.266 0.589 0.644
H -6.002 -1.876 0.782
H -4.889 -2.203 -0.552
H -6.291 -1.129 -0.835
O 2.031 0.374 -5.783
C 1.172 0.365 -6.623
C -0.302 0.657 -6.443
C -0.911 0.119 -7.737
C 0.244 0.280 -8.716
O 1.434 0.110 -7.928
H -0.427 1.737 -6.350
H -0.694 0.160 -5.562
H -1.817 0.632 -8.054
H -1.150 -0.939 -7.615
H 0.271 1.275 -9.166
H 0.242 -0.464 -9.509
O 1.445 0.356 3.256
C 1.173 -0.559 3.980
C 0.005 -1.521 3.888
C -0.008 -2.162 5.276
C 1.460 -2.082 5.676
O 1.957 -0.890 5.038
H 0.214 -2.252 3.103
H -0.920 -0.993 3.657
H -0.400 -3.177 5.294
H -0.609 -1.554 5.954
H 2.039 -2.933 5.311
H 1.607 -1.991 6.750
O -11.514 4.977 1.722
C -10.331 4.914 1.540
C -9.335 6.058 1.475
C -8.111 5.403 0.837
C -8.259 3.957 1.289
O -9.678 3.736 1.384
H -9.136 6.397 2.493
H -9.738 6.879 0.889
H -7.160 5.844 1.129
H -8.189 5.459 -0.250
H -7.813 3.785 2.271
H -7.837 3.247 0.583
O 0.828 -5.259 2.645
C 1.977 -4.937 2.491
C 2.556 -4.036 1.419
C 4.048 -4.357 1.490
C 4.215 -4.748 2.948
O 2.958 -5.357 3.321
H 2.339 -2.998 1.674
H 2.117 -4.266 0.452
H 4.694 -3.544 1.187
H 4.267 -5.211 0.851
H 4.389 -3.889 3.595
H 5.011 -5.473 3.109
O 5.838 -0.635 5.204
C 5.606 0.319 5.890
C 4.260 0.815 6.383
C 4.583 2.236 6.846
C 6.048 2.115 7.245
O 6.594 1.118 6.371
H 3.939 0.177 7.208
H 3.523 0.786 5.590
H 3.950 2.599 7.654
H 4.485 2.924 6.006
H 6.171 1.773 8.276
H 6.608 3.038 7.112
O 2.556 -2.216 -1.490
C 3.713 -1.935 -1.632
C 4.340 -1.072 -2.706
C 5.823 -1.423 -2.585
C 5.939 -1.797 -1.111
O 4.656 -2.360 -0.772
H 4.141 -0.026 -2.462
H 3.914 -1.305 -3.678
H 6.499 -0.621 -2.874
H 6.047 -2.293 -3.204
H 6.109 -0.930 -0.470
H 6.708 -2.540 -0.911
O -6.915 -0.989 3.350
C -7.641 -0.496 4.167
C -8.903 0.307 3.928
C -9.136 0.980 5.279
C -8.507 -0.025 6.236
O -7.430 -0.626 5.501
H -9.705 -0.384 3.667
H -8.755 1.013 3.117
H -10.181 1.188 5.502
H -8.588 1.923 5.320
H -9.206 -0.813 6.527
H -8.102 0.434 7.135
O 0.077 4.178 -2.108
C 0.661 4.349 -3.148
C 0.297 3.779 -4.504
C 1.587 3.978 -5.296
C 2.203 5.194 -4.619
O 1.770 5.111 -3.244
H -0.536 4.351 -4.905
H 0.032 2.726 -4.433
H 1.439 4.114 -6.367
H 2.235 3.112 -5.152
H 1.844 6.123 -5.038
H 3.291 5.182 -4.665
O 8.106 -4.576 0.319
C 7.727 -5.705 0.476
C 8.554 -6.933 0.815
C 7.600 -8.084 0.479
C 6.243 -7.438 0.719
O 6.425 -6.051 0.385
H 8.801 -6.897 1.877
H 9.468 -6.948 0.228
H 7.753 -8.984 1.069
H 7.700 -8.349 -0.574
H 5.931 -7.504 1.765
H 5.451 -7.835 0.095
O -0.401 6.688 -4.687
C -0.114 7.739 -4.175
C -1.070 8.816 -3.700
C -0.153 10.025 -3.523
C 1.177 9.357 -3.194
O 1.154 8.108 -3.908
H -1.509 8.489 -2.757
H -1.856 8.975 -4.433
H -0.478 10.726 -2.758
H -0.071 10.567 -4.466
H 1.283 9.138 -2.130
H 2.039 9.930 -3.524
O 3.800 -8.805 -0.997
C 2.883 -8.025 -1.014
C 1.894 -7.734 0.099
C 0.789 -6.968 -0.626
C 1.564 -6.307 -1.759
O 2.634 -7.223 -2.069
H 2.392 -7.117 0.850
H 1.552 -8.658 0.556
H 0.256 -6.255 0.001
H 0.062 -7.671 -1.035
H 2.007 -5.353 -1.462
H 0.968 -6.152 -2.655
```

Here are the Löwdin charges for atoms 1 to 8, given in e: -0.106 -0.254 -0.254 -0.070 0.463 -0.200 -0.820 -0.031

(2)
A cluster of 8 separate species, C52H83Cl2F5N10O5P3 in total. Source: the OMol25 dataset; level of theory: ωB97M-V with the def2-TZVPD basis set.

Values from the calculation:
Total charge   +1
Spin multiplicity   1
ΔE to the lowest compared entry with this formula, charge and spin   0.000 eV

Geometry as XYZ:
```
160
C52H83Cl2F5N10O5P3 (ωB97M-V with the def2-TZVPD basis set)
C 2.796 3.198 -5.184
C 3.059 2.531 -3.720
P 1.746 1.175 -3.296
C 0.338 1.430 -4.549
C 1.120 1.348 -1.441
P -0.169 -0.090 -1.520
O -0.706 -0.630 -0.210
N 2.409 1.013 -0.692
C 2.981 -0.316 -1.057
C 4.352 -0.282 -1.918
O 5.178 0.630 -1.953
Cl 4.733 -1.725 -3.014
C 2.528 1.467 0.754
C 1.708 0.421 1.654
C 2.544 -0.269 2.876
O 3.091 -1.384 2.748
C 4.014 1.353 1.425
C 4.411 2.231 2.678
C 5.805 2.083 3.357
C 6.584 0.978 2.626
C 6.151 0.170 1.420
N 4.899 0.427 0.949
C 1.977 3.018 0.822
C 1.311 3.365 2.263
C 1.197 4.901 2.656
C 0.474 4.877 4.126
C 0.145 5.749 1.754
P 3.452 4.303 0.635
O 2.983 5.621 -0.052
N 1.278 3.513 -0.364
C 0.247 2.618 -1.066
C -0.925 2.469 0.022
C -2.406 2.147 -0.228
O -2.994 1.181 -0.745
Cl -3.667 3.340 0.461
C -0.271 3.670 -2.168
F -0.466 4.883 -1.378
F 0.697 4.185 -3.073
C -1.626 3.591 -2.944
F -2.246 2.395 -3.252
F -2.645 4.389 -2.327
F -1.475 4.275 -4.200
H 2.476 2.429 -5.964
H 3.843 3.548 -5.524
H 2.157 4.133 -5.146
H 3.202 3.296 -2.895
H 4.026 1.924 -3.889
H 0.141 2.507 -4.846
H -0.600 0.817 -4.326
H 0.756 0.941 -5.513
H -1.298 0.307 -2.336
H 0.334 -1.225 -2.281
H 3.093 1.684 -1.136
H 3.197 -1.001 -0.147
H 2.369 -1.025 -1.694
H 0.769 0.781 2.171
H 1.399 -0.545 1.097
H 2.565 0.295 3.873
H 3.766 3.039 3.130
H 6.160 2.701 4.245
H 7.623 0.745 3.059
H 6.834 -0.639 0.988
H 0.221 2.982 2.355
H 1.771 2.728 3.114
H 2.163 5.462 2.858
H -0.626 4.599 4.061
H 1.093 4.194 4.804
H 0.637 5.944 4.533
H 0.033 6.749 2.320
H 0.550 6.018 0.729
H -0.901 5.287 1.753
H 4.461 3.686 -0.175
H 3.948 4.745 1.895
H 1.995 3.539 -1.125
H -0.901 3.461 0.617
H -0.541 1.705 0.799
C -6.751 -2.850 -1.666
C -5.987 -1.992 -0.664
C -4.654 -1.469 -1.206
C -3.752 -2.614 -1.564
N -3.042 -3.513 -1.842
H -6.196 -3.753 -1.933
H -7.702 -3.169 -1.240
H -6.959 -2.290 -2.584
H -5.811 -2.581 0.242
H -6.611 -1.140 -0.379
H -4.160 -0.852 -0.453
H -4.817 -0.853 -2.095
C -1.708 -7.947 -5.310
C -1.915 -6.470 -4.993
C -2.828 -6.241 -3.785
C -4.184 -6.826 -4.051
N -5.248 -7.287 -4.260
H -2.647 -8.436 -5.578
H -1.029 -8.062 -6.159
H -1.275 -8.474 -4.454
H -2.335 -5.975 -5.874
H -0.943 -6.009 -4.797
H -2.932 -5.171 -3.593
H -2.406 -6.706 -2.891
C 0.572 8.523 -1.755
C -0.197 9.583 -0.973
C 0.676 10.323 0.044
C 1.226 9.351 1.045
N 1.660 8.588 1.829
H 0.957 7.738 -1.099
H -0.082 8.042 -2.486
H 1.415 8.967 -2.292
H -1.039 9.106 -0.460
H -0.619 10.308 -1.675
H 0.085 11.079 0.568
H 1.505 10.829 -0.458
C -0.570 -2.310 6.052
C 0.742 -1.864 6.689
C 0.661 -0.464 7.303
C 0.325 0.541 6.240
N 0.060 1.331 5.406
H -0.856 -1.660 5.221
H -0.474 -3.322 5.654
H -1.382 -2.308 6.785
H 1.531 -1.891 5.930
H 1.020 -2.579 7.468
H 1.619 -0.196 7.756
H -0.104 -0.430 8.082
C -8.237 -8.827 -0.306
C -6.847 -8.388 -0.754
C -6.274 -7.260 0.109
C -7.165 -6.055 0.029
N -7.871 -5.114 -0.028
H -8.964 -8.015 -0.393
H -8.593 -9.650 -0.930
H -8.225 -9.168 0.734
H -6.895 -8.068 -1.799
H -6.174 -9.247 -0.713
H -5.274 -6.989 -0.239
H -6.195 -7.579 1.152
C 6.666 7.597 5.899
C 7.755 6.927 5.068
C 7.231 5.757 4.231
C 6.655 4.703 5.130
N 6.201 3.874 5.838
H 6.234 6.907 6.629
H 7.078 8.441 6.456
H 5.860 7.971 5.261
H 8.548 6.578 5.737
H 8.201 7.670 4.401
H 8.043 5.320 3.644
H 6.457 6.098 3.537
C -2.746 -13.106 -2.880
C -3.395 -12.667 -4.188
C -3.886 -11.218 -4.152
C -4.916 -11.053 -3.075
N -5.726 -10.924 -2.230
H -3.454 -13.075 -2.048
H -2.386 -14.134 -2.961
H -1.894 -12.466 -2.631
H -4.232 -13.336 -4.410
H -2.671 -12.778 -5.000
H -4.330 -10.947 -5.113
H -3.055 -10.536 -3.959
```

Here are the Löwdin charges for atoms 1 to 8, given in e: -0.142 -0.363 1.003 -0.275 -0.465 0.768 -0.422 -0.046

(3)
A cluster of 10 separate species, C53H100BrClN10O5P in total. Source: the OMol25 dataset; level of theory: ωB97M-V with the def2-TZVPD basis set.

Values from the calculation:
Total charge   -1
Spin multiplicity   1
ΔE to the lowest compared entry with this formula, charge and spin   15.325 eV

Geometry as XYZ:
```
171
C53H100BrClN10O5P (ωB97M-V with the def2-TZVPD basis set)
C -4.131 1.527 -6.637
C -2.586 2.061 -6.317
C -2.138 1.310 -4.917
C -1.907 2.379 -3.659
C -3.317 3.132 -3.287
C -1.093 1.748 -2.390
C -1.664 0.450 -1.575
Br -3.442 0.748 -0.666
C -1.623 -0.969 -2.459
C -1.410 -2.251 -1.441
O -1.203 2.822 -1.347
P 0.254 3.238 -0.478
O -0.481 2.338 0.831
C 0.898 4.593 -1.675
O -0.096 5.074 -2.648
C 0.155 6.462 -3.068
C 1.682 6.767 -3.581
O 2.032 5.748 -4.586
C 3.296 6.080 -5.274
C 3.727 4.695 -6.106
N 1.749 3.505 0.453
C 1.496 4.023 1.851
C 1.940 2.833 2.895
O 1.176 1.887 -1.171
C 0.540 1.528 -2.482
Cl 1.422 2.135 -4.039
H -4.123 0.537 -7.262
H -4.802 2.369 -7.094
H -4.608 1.244 -5.583
H -2.521 3.234 -6.253
H -1.915 1.612 -7.178
H -1.052 0.862 -5.130
H -2.819 0.408 -4.612
H -1.200 3.225 -4.120
H -4.193 2.404 -2.975
H -3.192 4.036 -2.518
H -3.689 3.652 -4.295
H -0.893 0.254 -0.684
H -0.824 -0.924 -3.327
H -2.672 -1.126 -2.989
H -2.176 -2.155 -0.540
H -0.305 -2.321 -1.063
H -1.670 -3.254 -1.998
H -0.524 4.345 0.078
H -1.476 2.531 0.723
H 1.916 4.293 -2.219
H 1.170 5.535 -0.994
H -0.555 6.657 -4.007
H -0.185 7.157 -2.189
H 2.421 6.821 -2.665
H 1.670 7.846 -4.091
H 4.132 6.382 -4.503
H 3.143 6.909 -6.117
H 4.417 4.911 -7.028
H 2.702 4.217 -6.448
H 4.214 3.927 -5.348
H 2.470 4.053 -0.065
H 0.429 4.468 2.034
H 2.257 4.929 2.011
H 3.110 2.651 2.800
H 1.579 2.995 3.998
H 1.444 1.809 2.533
H 0.828 0.371 -2.532
C -2.482 -3.320 3.638
C -2.760 -1.911 3.125
C -1.507 -1.213 2.593
C -0.478 -1.089 3.704
N 0.376 -0.986 4.626
H -1.790 -3.312 4.486
H -3.410 -3.789 3.981
H -2.054 -3.948 2.849
H -3.200 -1.318 3.936
H -3.507 -1.965 2.324
H -1.761 -0.214 2.224
H -1.074 -1.781 1.762
C -3.310 -5.986 7.273
C -4.773 -6.342 7.035
C -4.965 -7.331 5.883
C -4.436 -6.726 4.593
N -3.998 -6.223 3.523
H -2.868 -5.487 6.405
H -3.219 -5.301 8.122
H -2.719 -6.882 7.494
H -5.334 -5.422 6.831
H -5.188 -6.776 7.951
H -6.028 -7.565 5.761
H -4.433 -8.267 6.087
C 4.519 -1.457 -7.470
C 4.740 -0.275 -6.532
C 3.467 0.540 -6.291
C 2.962 1.104 -7.609
N 2.543 1.572 -8.703
H 4.210 -1.128 -8.468
H 5.447 -2.025 -7.590
H 3.753 -2.133 -7.076
H 5.521 0.371 -6.951
H 5.112 -0.648 -5.571
H 3.674 1.365 -5.602
H 2.687 -0.088 -5.845
C -0.334 -6.829 11.568
C -0.102 -8.321 11.353
C -0.718 -8.837 10.052
C -2.222 -8.618 10.073
N -3.470 -8.436 10.091
H -1.400 -6.594 11.656
H 0.148 -6.499 12.494
H 0.082 -6.243 10.740
H -0.518 -8.871 12.206
H 0.976 -8.514 11.340
H -0.513 -9.907 9.937
H -0.290 -8.315 9.189
C -1.829 -8.028 1.119
C -3.292 -8.384 0.880
C -3.484 -9.373 -0.271
C -2.955 -8.768 -1.561
N -2.517 -8.265 -2.632
H -1.387 -7.529 0.250
H -1.738 -7.343 1.968
H -1.238 -8.924 1.339
H -3.853 -7.463 0.677
H -3.707 -8.818 1.797
H -4.547 -9.607 -0.393
H -2.952 -10.309 -0.068
C 8.222 4.911 -4.048
C 8.443 6.093 -3.109
C 7.170 6.907 -2.869
C 6.665 7.472 -4.187
N 6.246 7.940 -5.281
H 7.913 5.239 -5.046
H 9.150 4.343 -4.168
H 7.456 4.235 -3.654
H 9.224 6.739 -3.529
H 8.815 5.720 -2.149
H 7.377 7.733 -2.180
H 6.390 6.280 -2.423
C -2.710 9.178 -2.844
C -2.805 10.699 -2.900
C -1.441 11.385 -2.802
C -0.779 11.026 -1.481
N -0.231 10.729 -0.385
H -2.296 8.833 -1.892
H -3.704 8.731 -2.947
H -2.078 8.794 -3.654
H -3.454 11.044 -2.085
H -3.286 10.991 -3.840
H -1.561 12.472 -2.860
H -0.792 11.071 -3.627
C 4.145 -5.443 -4.302
C 4.365 -4.261 -3.363
C 3.092 -3.447 -3.123
C 2.587 -2.883 -4.441
N 2.168 -2.415 -5.534
H 3.835 -5.115 -5.299
H 5.072 -6.012 -4.421
H 3.378 -6.120 -3.908
H 5.146 -3.616 -3.783
H 4.737 -4.635 -2.403
H 3.299 -2.621 -2.434
H 2.312 -4.074 -2.677
C -3.706 -1.428 9.184
C -2.923 -1.500 10.490
C -1.545 -2.144 10.324
C -1.702 -3.569 9.818
N -1.832 -4.751 9.399
H -3.914 -2.425 8.782
H -4.670 -0.936 9.345
H -3.155 -0.859 8.426
H -3.510 -2.063 11.226
H -2.798 -0.486 10.886
H -1.019 -2.159 11.284
H -0.937 -1.574 9.613
```

Here are the Löwdin charges for atoms 1 to 8, given in e: -0.158 -0.232 -0.189 -0.252 -0.107 -0.372 -0.539 0.641

no.,gap between HOMO and LUMO (eV),HOMO energy (eV)
1,8.597,-8.5703
2,9.154,-12.0169
3,6.572,-4.9118